C20H21N3O4S2 | ωB97M-V with the def2-TZVPD basis set

relative energy (zero: lowest compared OMol25 entry of this formula, charge and spin)	661.7	kJ/mol
HOMO	-8.8	eV
DFT total energy	-2036.14355	a.u.

Last column: Mulliken charge in e.
Positions of all 50 atoms, in Å:
O: -1.27 -1.33 -2.39  -0.637
C: -1.34 -0.15 -2.11  -0.188
N: -1.33 0.05 -0.81  0.193
C: -0.85 1.11 -0.36  0.601
C: -0.45 1.12 1.09  -0.949
N: -1.50 0.64 2.09  0.131
C: -2.85 0.31 1.62  -0.230
C: -3.50 1.35 0.88  -0.237
C: -3.23 2.63 1.14  -0.331
C: -3.77 3.37 0.03  -0.470
C: -4.50 2.61 -0.92  -0.563
S: -4.50 0.89 -0.53  -0.121
S: -0.94 0.02 3.59  1.201
O: -2.05 0.16 4.58  -0.684
O: 0.36 0.60 3.97  -0.641
C: -0.77 -1.78 3.23  -1.750
C: 0.23 -2.20 2.31  0.831
C: -0.07 -2.63 1.00  -0.152
C: 0.99 -2.78 0.02  -0.664
C: 2.28 -2.68 0.49  -0.354
C: 2.59 -2.35 1.80  -0.684
C: 1.57 -1.99 2.69  -0.192
N: -0.09 1.96 -1.22  -0.791
C: -0.44 1.83 -2.54  0.030
C: 0.39 2.69 -3.51  -0.339
C: 0.46 2.14 -4.92  -0.493
O: -0.81 1.70 -5.29  -0.457
C: -1.10 0.55 -4.42  -1.300
C: -1.54 0.98 -3.05  1.027
H: -0.09 2.10 1.50  0.256
H: 0.37 0.45 1.10  0.350
H: -3.46 -0.04 2.55  0.445
H: -2.79 -0.65 1.03  0.307
H: -2.62 3.07 1.97  0.450
H: -3.40 4.41 -0.12  0.341
H: -5.00 3.00 -1.79  0.516
H: -0.47 -2.28 4.18  0.623
H: -1.76 -2.03 2.94  0.616
H: -1.12 -2.78 0.84  0.285
H: 0.65 -3.05 -1.00  0.426
H: 3.08 -2.96 -0.12  0.457
H: 3.69 -2.13 2.15  0.240
H: 1.52 -1.65 3.77  0.338
H: -0.29 3.58 -3.63  0.245
H: 1.39 3.01 -3.24  0.375
H: 0.77 2.92 -5.64  0.339
H: 1.20 1.29 -4.92  0.272
H: -0.22 0.02 -4.37  0.637
H: -1.83 -0.13 -4.88  0.404
H: -2.60 1.34 -3.06  0.293